Record 1
The following is a quantum chemistry calculation of C16H36BCs2O8S4 as an isolated structure at a distorted geometry, from the OMol25 dataset.

Output
E_HOMO   -11.5992 eV
Lowest unoccupied orbital energy   -3.47 eV
Molecular weight   761.35 g/mol
Net charge   +1
Spin multiplicity   1
Energy above the lowest of the compared OMol25 structures with the same formula, charge and spin   3.613 eV

Element x y z (Å)
H (0.7077, 11.0237, -10.3707)
S (0.7355, 8.2558, -5.9435)
C (-0.2699, 19.4922, -9.6793)
H (-3.0076, 19.0902, -10.3420)
Cs (0.1628, 14.8037, -6.7046)
H (-1.8617, 10.7879, -6.9570)
C (-3.4010, 15.5781, -14.4299)
H (-5.2820, 14.4360, -14.0615)
C (0.2564, 9.7705, -6.8393)
O (2.5057, 13.7189, -9.1433)
H (-1.5342, 13.0237, -8.4288)
H (-1.5480, 9.6857, -4.5129)
H (3.3970, 11.4547, -11.6275)
H (1.1184, 12.2883, -13.1165)
C (-3.5110, 14.4973, -11.9690)
C (1.2742, 11.1794, -11.2888)
H (-3.8387, 13.4584, -11.9313)
H (0.6973, 9.7093, -7.8342)
H (-1.3532, 7.1046, -6.2138)
H (-2.1129, 14.6792, -7.9976)
H (-1.5961, 9.2955, -7.6513)
B (-2.0817, 13.8990, -8.7423)
H (0.5105, 20.1539, -9.3036)
C (-4.6180, 15.4098, -12.3134)
H (-0.3015, 12.1600, -12.1673)
S (2.6409, 13.5301, -10.5893)
C (-1.5985, 17.3293, -10.4379)
H (-3.0987, 13.6183, -8.9686)
C (-4.7922, 15.3874, -13.8541)
C (1.0105, 13.6946, -11.3402)
H (0.3436, 13.6641, -10.4786)
C (-2.3877, 18.4433, -9.7213)
C (0.7702, 12.3406, -12.0850)
C (2.6510, 11.6718, -10.8631)
H (-3.1453, 16.6360, -14.3703)
C (-1.7565, 9.1803, -5.4559)
H (1.2574, 10.2058, -11.7786)
H (-2.8439, 9.1303, -5.3998)
H (3.1761, 11.2628, -9.9999)
Cs (-5.2543, 14.9550, -8.4522)
C (-1.4926, 19.2784, -8.8540)
S (-2.2349, 14.6780, -13.2673)
O (-1.8488, 13.3667, -13.8260)
H (-3.2118, 15.2715, -15.4586)
C (-1.2890, 9.8771, -6.7820)
H (-1.9911, 20.1904, -8.5257)
H (-1.3361, 18.6402, -7.9843)
H (-4.4222, 16.4227, -11.9616)
H (0.8603, 14.6802, -11.7807)
H (-1.7350, 17.5478, -11.4971)
O (0.9230, 17.8223, -11.3727)
C (-1.0055, 7.7907, -5.4416)
H (-0.5433, 19.8820, -10.6599)
H (-2.9843, 14.7045, -11.0375)
O (0.7472, 17.0581, -9.0020)
O (-1.2129, 15.6195, -12.8796)
H (-1.6133, 16.2575, -10.2398)
O (1.3542, 8.6481, -4.7011)
S (0.1672, 17.8234, -10.1322)
H (0.7575, 10.5903, -6.3246)
H (-0.9969, 7.1478, -4.5614)
H (-3.0689, 17.9610, -9.0203)
H (-1.5729, 14.2548, -9.6248)
H (-5.3893, 16.1982, -14.2715)
O (1.2390, 7.2628, -6.9216)
H (-5.5855, 15.2152, -11.8507)
O (3.5220, 14.2295, -11.4997)

=====

Record 2
The following is a quantum chemistry calculation of C16H36F12N9O13P2S4Sr2 as an isolated structure at a distorted geometry, from the OMol25 dataset.

Output
E_HOMO (spin up / spin down)   -4.3789 / -8.3657 eV
Lowest unoccupied orbital energy (spin up / spin down)   -0.30 / -0.32 eV
Molecular weight   1155.95 g/mol
Net charge   0
Spin multiplicity   2

Element x y z (Å)
H (3.6258, 1.7640, -6.1475)
N (-0.0074, 3.7554, -3.6472)
H (0.8348, 2.8201, 3.0515)
F (-5.6973, -3.0463, -2.2759)
C (-0.7873, 1.5618, -6.0875)
H (-0.0432, 1.9998, 4.4515)
O (-1.8765, -5.7477, -1.8946)
O (-3.3858, -1.7778, -3.3029)
C (2.6228, 4.1860, -5.2440)
C (2.4565, -2.0191, 2.6418)
C (-2.9345, 0.1174, 4.0678)
S (-3.0136, -3.1803, -2.8266)
H (-0.2312, 3.2348, -1.5619)
H (3.8166, 0.7189, 6.0128)
H (-1.5998, 4.0338, -2.2066)
H (0.6605, -1.4434, 4.8195)
C (-4.8241, -4.0113, -2.5927)
F (0.8551, -4.9795, -2.6743)
C (5.9440, 0.4220, 3.4190)
N (2.4139, -0.9339, 3.6622)
N (-4.2229, -1.7481, 2.6655)
F (-3.2524, 1.3248, 4.4740)
H (2.0849, -0.4985, 5.4920)
O (1.5781, 1.7829, -2.7475)
Sr (2.5350, 1.6654, -0.3877)
O (-5.6648, 0.0573, 3.8923)
O (-0.1011, 1.0707, -0.3046)
H (2.8756, 3.6354, 3.9933)
H (2.1789, 0.8273, -5.8609)
F (-4.3311, -4.8896, 2.0487)
C (1.7431, -1.3552, 4.9112)
F (0.9903, -3.4768, -1.1440)
H (2.3211, -1.6849, 1.6131)
N (1.9560, 2.8622, -5.2483)
F (-5.1895, -4.7055, -3.6663)
H (3.5753, 4.1251, -4.7175)
F (0.1036, -2.8531, -2.9978)
O (-5.7888, -2.6773, 0.9559)
H (2.1510, -2.3009, 5.2679)
H (4.8563, -0.5719, 5.9594)
H (6.8649, 0.7585, 3.8953)
N (-2.4301, -3.2002, -1.3816)
H (3.2894, -2.7220, 2.6267)
H (2.9777, 4.3827, -6.2556)
O (-1.0561, -4.6655, 0.0997)
H (-0.5955, 5.6617, -4.3883)
H (3.5093, 2.7773, 5.3852)
N (4.6470, 0.5994, 4.2101)
O (0.9280, -0.6806, -0.7810)
F (-2.1119, -0.3045, 5.1118)
H (5.5106, 1.1980, 5.9763)
H (1.6603, -2.7453, 2.8050)
H (-0.5788, 0.1318, -2.9708)
C (0.7725, 1.9686, 3.7291)
N (-0.0019, -0.1293, -0.0795)
C (-0.5114, 4.0203, -2.2637)
S (-5.7258, -2.6509, 2.4040)
F (-2.2532, -0.0343, 2.8689)
H (5.8716, 0.7886, 2.3951)
S (-1.3856, -4.5207, -1.3005)
O (-2.4089, -4.0141, -3.8297)
C (-0.7079, 4.6001, -4.6082)
H (-1.7862, 4.4429, -4.5794)
C (4.7965, 0.4595, 5.6118)
H (6.0512, -0.6593, 3.5045)
H (2.2545, 1.7366, -7.2478)
C (2.5376, 1.8002, -6.1971)
Sr (-2.8661, -2.1673, 0.7561)
N (-0.2833, 1.4022, -4.7108)
F (-4.6167, -4.4262, 4.0229)
O (-4.4041, -1.7650, 5.1450)
H (2.0432, 5.0649, -4.9616)
H (-1.7253, 2.0945, -5.9310)
S (-4.5575, -0.8973, 3.9702)
H (-0.8781, 0.6058, -6.6033)
O (-6.9478, -2.3115, 3.1070)
C (-5.2010, -4.4349, 2.8049)
H (-1.5076, -0.3525, -4.3203)
P (3.0497, 0.6420, 3.3699)
F (-4.8637, -4.8666, -1.6245)
F (-6.3223, -5.1737, 2.8686)
O (3.0846, 1.0008, 1.9299)
H (-0.2067, 4.5704, -5.5756)
H (-0.3292, 2.3731, -6.6531)
H (-0.0889, 4.9411, -1.8615)
P (0.9631, 2.3939, -3.9271)
H (1.9301, 3.6557, 5.4452)
H (0.6055, 1.1334, 3.0490)
O (-0.7624, -0.7619, 0.6197)
H (0.1370, -0.6817, -4.4997)
C (2.5921, 3.0256, 4.8512)
C (0.2407, -3.9372, -2.1388)
C (-0.5320, 0.0563, -4.0572)
N (2.1016, 1.7525, 4.3215)

=====

Record 3
The following is a quantum chemistry calculation of C16H36F2Hg3N3O16S2 as an isolated structure at a distorted geometry, from the OMol25 dataset.

Output
E_HOMO (spin up / spin down)   -14.5672 / -14.5671 eV
Lowest unoccupied orbital energy (spin up / spin down)   -8.99 / -9.83 eV
Molecular weight   1230.37 g/mol
Net charge   +2
Spin multiplicity   2

Element x y z (Å)
H (6.1586, 1.2409, -0.4904)
O (-4.2248, 2.2835, -2.4362)
H (1.4476, -3.7422, -2.3742)
H (3.0883, 2.1286, 3.6782)
H (1.7656, -5.7997, -2.5247)
O (1.4709, 0.1469, -1.8586)
O (-0.5759, -0.3974, -1.6647)
H (-4.0314, -2.0409, -1.9621)
O (-2.7460, 0.9372, -4.8148)
H (-5.0548, 4.1839, 4.3351)
H (3.8862, 0.1633, -2.8567)
H (-5.6881, 2.5413, 4.5954)
O (-3.5353, 4.0544, -4.0437)
O (0.9539, 1.9490, 0.4548)
O (-3.8627, 2.4479, 4.1608)
H (5.4917, 0.1694, -2.5381)
C (0.5900, -0.8208, -1.6792)
H (-1.1546, -3.6910, -1.9723)
H (-1.8210, 0.5688, 3.7594)
H (5.8417, 2.1152, 1.5295)
O (3.9987, -1.4152, -0.1259)
H (4.5169, 1.8196, -1.6514)
Hg (2.4504, 0.1178, 0.2603)
C (-3.8341, -0.9745, -1.8525)
H (3.0697, 3.3983, 2.4256)
N (-1.6764, 2.6395, -2.9808)
O (-3.5221, -0.5543, -0.5412)
N (-3.1042, 0.4385, 2.1771)
H (4.6828, 3.1316, 0.5222)
S (-3.1476, 3.0996, -3.0574)
C (1.1798, -5.7805, -1.6057)
C (0.6987, -4.2853, -1.7976)
C (4.0478, -2.8867, 0.2152)
O (-1.2884, 2.7654, -5.6448)
H (-3.0582, -0.8229, -2.6029)
H (3.4834, -3.6250, -0.3545)
H (0.3541, -6.4905, -1.6513)
O (2.0794, -5.7211, -0.4843)
C (5.2167, 1.0120, 0.0081)
C (3.6140, 2.5383, 2.8158)
O (-0.5346, -4.2610, -2.4331)
H (-3.7520, 0.8782, 5.6325)
N (4.2307, 1.0965, -1.0070)
H (0.5305, -3.7407, -0.8685)
C (4.5501, 0.0808, -1.9962)
F (-0.4925, 0.9625, -4.3373)
H (-2.9226, -0.7946, 3.9138)
H (5.3743, -1.9327, -1.6332)
O (-0.9694, 1.7226, 0.6006)
H (5.0907, -3.1703, 0.0733)
S (-1.7709, 1.9189, -4.5393)
O (0.8013, -1.2173, -0.5799)
C (-4.4162, -0.0614, 1.6665)
H (3.8523, -2.9164, 1.2871)
H (-4.6523, 3.2550, 5.8570)
Hg (0.1118, 2.0518, -1.7853)
C (0.0729, 1.7156, 1.1963)
H (-4.7088, -0.4710, -2.2641)
C (-2.8512, 0.2482, 3.6047)
H (-5.5017, -0.4825, -0.2692)
H (-4.7841, 0.5257, 4.4061)
C (-3.8486, 1.0628, 4.5626)
H (4.4957, 2.9856, 3.2748)
C (-4.6092, 0.0075, 0.1199)
H (-2.9994, 1.4372, 2.0691)
H (-5.1690, 0.4599, 2.2577)
O (0.2350, 0.5677, 1.6892)
O (3.9461, 1.6485, 1.8428)
F (-2.8692, 4.1560, -1.8891)
C (4.9125, 2.1609, 0.9614)
H (2.7610, -6.3807, -0.6328)
H (3.6838, -1.6981, -2.1540)
H (5.5646, 0.1190, 0.5273)
H (-4.7179, 1.0365, -0.2228)
Hg (-1.4349, -0.5951, 0.4506)
H (-4.5924, -1.0969, 1.9579)
C (4.4734, -1.3346, -1.4964)
C (-4.8509, 3.2127, 4.7861)

=====

- Among the records above, which one has the lowest net charge?
  C16H36F12N9O13P2S4Sr2

=====

- Among the records above, which one has the lowest spin multiplicity?
  C16H36BCs2O8S4

=====

- What is the spin multiplicity in the first record?
  1

=====

- Among the records above, which one has the lowest molecular weight?
  C16H36BCs2O8S4